Density functional theory data (ωB97M-V with the def2-TZVPD basis set) for a molecular structure, C24H31F3N3O10P2RuSSe2.

The geometry in XYZ format:
```
77
Properties=species:S:1:pos:R:3
Ru 1.1442 -0.9312 -0.7030
C -7.0646 0.4407 0.7011
C -5.6083 0.1693 0.9721
C -4.9945 0.6451 2.1285
C -3.6479 0.4202 2.3616
C -2.8967 -0.2887 1.4347
C -3.4903 -0.7715 0.2815
C -4.8397 -0.5409 0.0575
S -1.1576 -0.5241 1.7669
O -1.0777 -1.1653 3.0658
O -0.6007 0.8108 1.7101
N -0.5671 -1.4250 0.6049
C -0.7270 -2.8362 0.7166
C -1.8304 -3.4796 1.2825
C -1.8883 -4.8666 1.3181
C -0.8528 -5.6294 0.8104
C 0.2808 -5.0170 0.2508
C 1.4039 -5.7455 -0.2297
C 2.5263 -5.0289 -0.6815
C 2.5002 -3.6661 -0.7366
N 1.4018 -2.9296 -0.3659
C 0.3220 -3.5993 0.1910
H -7.5762 0.7830 1.6013
H -7.5729 -0.4551 0.3402
H -7.1808 1.2129 -0.0630
H -5.5796 1.2010 2.8533
H -3.1717 0.7915 3.2603
H -2.8954 -1.3187 -0.4375
H -5.2965 -0.9137 -0.8525
H -2.6346 -2.9056 1.7190
H -2.7532 -5.3483 1.7603
H -0.8917 -6.7128 0.8503
H 1.3999 -6.8271 -0.1815
H 3.4315 -5.5401 -0.9837
H 3.3577 -3.1015 -1.0660
O -0.5532 4.6314 -2.2788
C -1.0640 3.4506 -2.8926
C 0.0163 2.5554 -3.5212
C 0.5220 3.2701 -4.7832
O 1.5028 2.5573 -5.5267
C 1.1964 2.3717 -2.5571
Se 0.6381 1.5579 -0.8760
C -0.6295 1.2219 -3.9289
Se -1.3088 0.1053 -2.4570
H -0.1977 4.3644 -1.4228
H -1.7490 3.7838 -3.6783
H -1.6374 2.8629 -2.1742
H 0.9027 4.2567 -4.4933
H -0.3182 3.4201 -5.4676
H 2.0876 2.1087 -4.9057
H 1.6143 3.3445 -2.2982
H 1.9908 1.7683 -2.9794
H 0.0724 0.6328 -4.5089
H -1.4945 1.4371 -4.5631
N 1.8082 2.0972 2.4089
C 3.1804 1.5493 2.7142
C 3.5238 1.8189 4.1739
P 3.0016 -0.2705 2.4123
O 1.9731 -0.5562 3.6627
O 4.2863 -0.9610 2.5817
O 2.1109 -0.4338 1.2010
P 4.3015 2.5292 1.5867
O 3.6713 4.0231 2.0487
O 5.6996 2.5113 2.0814
O 3.8577 2.2761 0.1976
H 1.0749 1.5722 2.8925
H 1.6294 1.9808 1.3964
H 1.7828 3.0935 2.6245
H 2.7972 1.3588 4.8453
H 3.5808 2.8931 4.3627
H 4.5047 1.3892 4.3686
H 1.1594 -0.9809 3.3471
H 4.4050 4.5201 2.4235
F 1.9286 -0.2340 -3.5635
C 2.0665 -1.1726 -2.5707
F 3.4249 -1.2840 -2.4386
F 1.6685 -2.3271 -3.1818
```

The value obtained for the molar mass is 931.52 g/mol. The energy above the lowest of the compared OMol25 structures with the same formula, charge and spin is 29.13 kJ/mol. The total charge is -2. The value obtained for the HOMO energy (alpha / beta) is -0.27 / -2.77 eV. The expectation value of S² is 8.79. The HOMO-LUMO gap (alpha / beta) is 4.1 / 6.5 eV. The value obtained for the total energy is -221183.4775 eV. Its spin multiplicity is 6. The largest force on an atom is 0.49 eV Å⁻¹.

And the Mulliken charges, in e, turn out to be: 1.188, -1.448, 1.181, -0.986, -0.715, -0.223, -0.041, -1.152, 1.040, -0.778, -0.692, 1.217, 0.815, -0.479, -1.045, -0.836, 1.007, -0.896, -0.868, -0.866, 0.420, -1.011, 0.353, 0.352, 0.281, 0.284, 0.429, 0.508, 0.364, 0.421, 0.365, 0.328, 0.341, 0.360, 0.593, -0.638, -1.293, 2.511, -1.218, -0.559, -1.756, 0.098, -1.382, -0.335, 0.396, 0.541, 0.370, 0.353, 0.438, 0.425, 0.632, 0.390, 0.446, 0.566, -0.006, 0.960, -1.836, 0.587, -0.689, -0.901, -0.182, 0.731, -0.644, -0.833, -0.543, 0.357, -0.614, 0.426, 0.420, 0.465, 0.389, 0.352, 0.288, -0.185, 0.221, -0.295, -0.263